[1]
Here is C3H7NO2 as an isolated structure at a distorted geometry from OMol25. Energies are from wB97M-V/def2-TZVPD.

Structure (XYZ):
```
13
Properties=species:S:1:pos:R:3:forces:R:3
C 0.160 1.420 1.469 3.447 -2.048 2.540
C 0.064 -1.576 -0.620 2.698 -0.721 -0.372
C 0.306 0.896 -0.448 2.046 -3.206 -2.873
N -0.586 -0.334 -0.355 -0.545 4.186 0.278
O 0.823 2.348 1.824 -0.418 1.992 -0.195
O -0.812 0.756 1.892 -2.992 -0.418 -0.730
H 1.214 -1.340 -0.538 -2.247 -1.130 0.438
H -0.314 -2.389 0.022 0.494 0.440 -0.136
H -0.015 -1.876 -1.670 -0.380 0.089 0.028
H 1.392 0.490 -0.403 -1.982 1.461 0.123
H 0.137 1.685 -1.153 -0.718 0.254 -0.596
H -1.472 -0.180 -0.858 0.684 -0.190 0.045
H -0.897 0.098 0.837 -0.087 -0.709 1.451
```
Forces are in eV/Å.

total charge = 0
energy above the lowest of the compared OMol25 structures with the same formula, charge and spin = 35.4 kcal per mole
2S+1 = 3
E = -323.49489 hartree

natural (NBO) atomic charges, in units of e: atom 1 (C): 0.5508, atom 2 (C): -0.4237, atom 3 (C): -0.2271, atom 4 (N): -0.6682, atom 5 (O): -0.4613, atom 6 (O): -0.6997, atom 7 (H): 0.2190, atom 8 (H): 0.2220, atom 9 (H): 0.2041, atom 10 (H): 0.2036, atom 11 (H): 0.1948, atom 12 (H): 0.4131, atom 13 (H): 0.4726


[2]
Here is the molecule C5H4S at a distorted geometry from OMol25. Energies are from wB97M-V/def2-TZVPD.

Structure (XYZ):
```
10
Properties=species:S:1:pos:R:3:forces:R:3
C -1.620 2.919 -0.944 -1.548 2.914 -0.761
C -1.175 1.845 -0.722 0.149 -0.632 0.075
C -0.663 0.628 -0.441 1.206 -1.943 0.838
C -0.120 -0.398 -0.092 -0.070 0.381 -0.575
C 0.571 -1.638 0.265 -0.181 -0.081 0.077
S 2.377 -1.418 0.675 -0.737 -0.403 -1.524
H -2.111 3.872 -1.178 0.683 -1.050 0.305
H -0.039 -2.154 1.012 0.574 0.205 0.557
H 0.543 -2.387 -0.524 0.152 0.359 -0.508
H 2.237 -1.268 1.947 -0.229 0.250 1.517
```
Forces are in eV/Å.

total charge = 0
SMILES = C#CC#CCS
energy above the lowest of the compared OMol25 structures with the same formula, charge and spin = 52.7 kcal per mole
E = -590.96752 hartree

natural (NBO) atomic charges, in units of e: atom 1 (C): -0.1540, atom 2 (C): -0.0977, atom 3 (C): -0.0938, atom 4 (C): 0.0755, atom 5 (C): -0.5953, atom 6 (S): -0.0018, atom 7 (H): 0.2448, atom 8 (H): 0.2533, atom 9 (H): 0.2526, atom 10 (H): 0.1164


[3]
Here is C17H18Cl2N2O4S as an isolated structure at a distorted geometry from OMol25. Energies are from wB97M-V/def2-TZVPD.

Structure (XYZ):
```
44
Properties=species:S:1:pos:R:3:forces:R:3
C 0.723 6.180 0.510 -0.052 0.154 -0.141
H -0.270 6.600 0.703 0.031 -0.026 -0.019
O 1.026 5.139 1.406 0.037 -0.250 0.195
C 0.230 4.035 1.417 -0.061 -0.151 0.023
C -0.874 3.838 0.595 0.218 0.366 -0.082
C -1.609 2.668 0.696 0.020 -0.212 0.224
C -1.272 1.686 1.613 -0.231 -0.001 -0.057
C -0.163 1.887 2.431 -0.025 0.135 -0.034
C 0.579 3.043 2.336 0.046 0.165 -0.079
H 1.438 3.209 2.966 0.109 0.021 0.089
H 0.111 1.124 3.144 0.045 -0.101 0.101
C -2.031 0.387 1.686 0.097 0.039 0.113
N -1.321 -0.649 0.958 -0.343 0.177 -0.299
C -0.508 -1.526 1.567 -0.056 -0.390 -0.721
O -0.394 -1.645 2.768 0.237 -0.023 0.394
C 0.307 -2.406 0.607 0.386 -0.309 0.938
C 1.796 -2.021 0.710 -0.154 -0.015 -0.339
C 2.006 -0.573 0.273 -0.005 -0.195 0.198
H 1.469 0.113 0.923 -0.019 0.156 0.016
H 1.656 -0.432 -0.747 0.000 0.068 -0.124
H 3.064 -0.324 0.314 0.096 0.074 -0.017
C 2.651 -2.973 -0.122 -0.169 0.061 0.223
H 3.705 -2.748 0.019 0.111 0.014 -0.038
H 2.418 -2.868 -1.180 0.022 -0.014 -0.139
H 2.476 -4.006 0.169 0.020 -0.134 -0.019
H 2.063 -2.124 1.767 -0.116 -0.022 -0.056
H 0.180 -3.455 0.903 -0.047 0.277 -0.026
O -0.163 -2.238 -0.731 0.197 0.389 0.074
C -0.507 -3.315 -1.424 -0.069 -0.394 0.058
O -0.408 -4.456 -1.057 0.000 0.215 -0.068
C -1.061 -2.910 -2.746 -0.226 0.237 -0.409
N -1.453 -1.672 -2.945 0.164 0.188 0.564
S -2.049 -1.446 -4.432 0.123 -0.903 -0.292
C -1.792 -3.088 -4.910 0.122 0.215 0.545
C -1.237 -3.780 -3.854 -0.265 0.308 -0.467
Cl -0.818 -5.427 -3.899 -0.002 -0.125 -0.158
Cl -2.182 -3.699 -6.442 -0.016 -0.013 -0.076
H -1.272 -0.570 -0.048 0.027 -0.082 0.070
H -2.105 0.045 2.721 -0.112 0.044 -0.144
H -3.031 0.493 1.260 0.052 -0.003 0.101
H -2.464 2.528 0.049 -0.107 -0.016 -0.061
H -1.172 4.583 -0.126 0.009 0.095 -0.050
H 0.780 5.845 -0.531 -0.019 0.010 0.040
H 1.476 6.947 0.683 -0.077 -0.025 -0.051
```
Forces are in eV/Å.

total charge = 0
energy above the lowest of the compared OMol25 structures with the same formula, charge and spin = 2.6 kcal per mole
E = -2387.67419 hartree

natural (NBO) atomic charges, in units of e: atom 1 (C): -0.2518, atom 2 (H): 0.1758, atom 3 (O): -0.4910, atom 4 (C): 0.2908, atom 5 (C): -0.2664, atom 6 (C): -0.1979, atom 7 (C): -0.0702, atom 8 (C): -0.1863, atom 9 (C): -0.2488, atom 10 (H): 0.2253, atom 11 (H): 0.2299, atom 12 (C): -0.2446, atom 13 (N): -0.6066, atom 14 (C): 0.6646, atom 15 (O): -0.6343, atom 16 (C): -0.0039, atom 17 (C): -0.2248, atom 18 (C): -0.6196, atom 19 (H): 0.2187, atom 20 (H): 0.2095, atom 21 (H): 0.2145, atom 22 (C): -0.6070, atom 23 (H): 0.2142, atom 24 (H): 0.2006, atom 25 (H): 0.2170, atom 26 (H): 0.2286, atom 27 (H): 0.2395, atom 28 (O): -0.5061, atom 29 (C): 0.7794, atom 30 (O): -0.5559, atom 31 (C): 0.0443, atom 32 (N): -0.5684, atom 33 (S): 0.7249, atom 34 (C): -0.2976, atom 35 (C): -0.1422, atom 36 (Cl): 0.0933, atom 37 (Cl): 0.0986, atom 38 (H): 0.4185, atom 39 (H): 0.2389, atom 40 (H): 0.2030, atom 41 (H): 0.2061, atom 42 (H): 0.2112, atom 43 (H): 0.1751, atom 44 (H): 0.2011


[4]
Here is a 2-piece molecular cluster, C3H10NO overall from OMol25. Energies are from wB97M-V/def2-TZVPD.

Structure (XYZ):
```
15
Properties=species:S:1:pos:R:3:forces:R:3
C 1.941 1.933 0.404 0.145 -0.502 0.170
O 1.606 0.523 0.236 0.127 0.525 -0.076
H 3.018 2.094 0.367 0.012 -0.170 -0.212
H 1.657 2.209 1.414 -0.450 0.293 -0.119
H 1.463 2.485 -0.397 -0.133 0.385 0.241
H 2.361 0.166 -0.225 0.231 -0.553 -0.170
C -2.027 -1.215 -1.181 0.146 0.217 0.635
C -0.914 -0.785 0.958 0.176 -0.054 -0.057
N -0.946 -0.704 -0.304 0.004 0.193 -0.420
H -2.907 -0.582 -1.075 0.094 0.113 0.065
H -1.690 -1.157 -2.208 0.036 -0.394 -0.026
H -2.271 -2.206 -0.811 -0.029 -0.186 -0.481
H -1.668 -1.354 1.472 -0.336 0.046 0.218
H -0.094 -0.293 1.463 0.102 -0.166 0.106
H -0.130 -0.246 -0.726 -0.127 0.253 0.123
```
Forces are in eV/Å.

total charge = +1
energy above the lowest of the compared OMol25 structures with the same formula, charge and spin = 27.5 kcal per mole
E = -250.00999 hartree

natural (NBO) atomic charges, in units of e: atom 1 (C): -0.2605, atom 2 (O): -0.7885, atom 3 (H): 0.1973, atom 4 (H): 0.1947, atom 5 (H): 0.1857, atom 6 (H): 0.4908, atom 7 (C): -0.4351, atom 8 (C): 0.1310, atom 9 (N): -0.3867, atom 10 (H): 0.2475, atom 11 (H): 0.2478, atom 12 (H): 0.2403, atom 13 (H): 0.2180, atom 14 (H): 0.2560, atom 15 (H): 0.4616


[5]
Here is C24H45Cl2HoN3O7P2 as an isolated structure at a distorted geometry from OMol25. Energies are from wB97M-V/def2-TZVPD.

Structure (XYZ):
```
84
Properties=species:S:1:pos:R:3:forces:R:3
Ho -0.133 0.200 -0.554 -0.073 0.933 -0.368
Cl -0.381 0.318 -3.120 0.039 -0.070 -0.828
P -2.622 -1.111 -1.145 -0.070 0.065 0.197
C -3.040 -1.991 -2.714 0.088 0.292 -0.088
C -3.548 -2.059 0.139 -0.474 0.183 -0.203
C -3.418 0.575 -1.332 0.071 -0.524 -0.281
C -1.928 -2.997 -3.050 -0.009 -0.062 -0.279
H -3.004 -1.181 -3.462 0.035 -0.282 0.149
C -4.433 -2.632 -2.763 0.008 -0.071 -0.278
H -4.478 -3.570 -2.190 0.001 0.278 -0.087
H -4.650 -2.873 -3.813 -0.045 -0.073 0.220
H -5.224 -1.957 -2.414 0.207 -0.261 -0.039
H -1.031 -2.480 -3.409 -0.173 -0.027 0.159
H -2.279 -3.660 -3.851 0.119 -0.007 0.090
H -1.641 -3.622 -2.193 -0.162 0.110 -0.151
H -2.900 0.942 -2.237 -0.170 -0.160 0.285
C -3.061 1.525 -0.173 0.001 0.319 0.212
C -4.915 0.549 -1.632 -0.116 0.360 -0.033
H -5.120 0.154 -2.634 -0.007 -0.003 0.237
H -5.279 1.587 -1.614 -0.078 -0.243 0.004
H -5.479 -0.027 -0.884 0.086 0.148 -0.170
H -2.396 1.117 0.611 -0.321 0.104 -0.408
H -3.971 1.851 0.350 0.171 -0.135 -0.048
H -2.572 2.432 -0.553 -0.054 -0.204 0.176
C -2.921 -3.437 0.388 0.129 -0.056 0.082
H -4.565 -2.180 -0.266 0.109 -0.086 0.401
C -3.588 -1.259 1.440 -0.111 -0.043 0.320
H -3.041 -4.138 -0.446 -0.020 0.188 0.070
H -3.383 -3.892 1.278 0.065 0.087 -0.235
H -1.848 -3.328 0.593 -0.539 -0.198 -0.031
H -2.595 -0.899 1.752 -0.370 -0.177 -0.235
H -3.946 -1.906 2.256 0.068 0.175 -0.155
H -4.265 -0.398 1.386 0.206 -0.123 -0.052
Cl 0.276 -2.321 0.630 0.152 -0.136 0.015
H 0.078 -2.078 -0.698 0.023 -0.344 0.385
P 2.680 -0.246 -0.966 -0.173 0.343 0.084
C 3.104 1.355 -1.835 -0.067 -0.179 -0.119
C 3.704 -0.248 0.573 0.458 -0.032 -0.238
C 3.306 -1.545 -2.119 0.078 0.366 -0.075
C 2.019 2.400 -1.533 -0.092 0.164 -0.044
H 3.018 1.075 -2.898 0.007 0.090 0.211
C 4.495 1.951 -1.606 0.095 0.104 -0.155
H 4.581 2.427 -0.619 -0.019 -0.198 -0.221
H 4.642 2.735 -2.363 0.047 -0.097 0.250
H 5.302 1.222 -1.732 -0.093 0.121 0.120
H 1.074 2.176 -2.056 0.393 0.089 0.272
H 2.332 3.393 -1.884 -0.081 -0.190 0.057
H 1.819 2.519 -0.458 0.076 -0.084 -0.273
H 2.728 -1.307 -3.030 0.154 -0.057 0.301
C 2.939 -2.975 -1.688 -0.077 -0.252 -0.214
C 4.793 -1.416 -2.457 0.068 -0.274 -0.257
H 4.997 -0.541 -3.085 -0.014 -0.119 0.242
H 5.082 -2.304 -3.034 0.138 0.157 0.060
H 5.426 -1.377 -1.557 -0.167 -0.005 -0.227
H 2.206 -3.027 -0.875 0.321 0.021 -0.210
H 3.835 -3.536 -1.393 -0.189 0.129 0.106
H 2.508 -3.503 -2.548 0.074 -0.005 0.171
C 3.188 0.784 1.587 0.047 0.128 0.174
H 4.705 0.046 0.219 -0.045 -0.047 0.392
C 3.792 -1.626 1.240 0.127 -0.081 0.087
H 3.302 1.818 1.239 -0.118 -0.200 -0.009
H 3.775 0.691 2.515 -0.143 0.038 -0.256
H 2.132 0.623 1.854 0.331 -0.024 -0.158
H 2.794 -2.030 1.462 0.342 0.119 -0.022
H 4.337 -1.518 2.190 -0.190 -0.060 -0.211
H 4.345 -2.356 0.636 -0.198 0.140 0.039
O 0.114 3.757 6.953 0.214 0.725 -1.610
N 0.278 4.304 5.841 0.310 1.214 1.505
O 0.638 5.496 5.730 -0.574 -1.896 0.088
C 0.048 3.537 4.651 -0.256 -1.241 -0.891
C -0.304 2.177 4.775 0.111 0.226 1.149
C -0.397 1.409 3.639 -0.073 0.378 -0.443
C -0.218 1.954 2.358 0.030 -1.303 -0.570
O -0.163 1.135 1.344 -0.136 0.405 1.391
C -0.017 3.353 2.239 0.230 0.534 -2.086
C 0.210 4.108 3.382 0.169 0.673 0.608
N 0.093 3.925 0.901 -0.210 -1.523 2.794
O 0.709 4.994 0.769 0.695 1.456 0.000
O -0.442 3.327 -0.079 -0.620 -0.576 -0.901
N -0.681 -0.055 3.669 -0.440 -0.236 0.025
O -1.877 -0.387 3.792 2.232 0.268 0.047
O 0.269 -0.828 3.511 -1.490 0.834 0.347
H -0.443 1.738 5.761 0.051 0.173 -0.227
H 0.523 5.144 3.304 -0.118 -0.175 -0.134
```
Forces are in eV/Å.

total charge = -1
2S+1 = 5
E = -4183.42927 hartree

Mulliken atomic charges, in units of e: atom 1 (Ho): -0.0213, atom 2 (Cl): -0.4955, atom 3 (P): 0.0169, atom 4 (C): 0.6894, atom 5 (C): 0.6820, atom 6 (C): 0.6081, atom 7 (C): -1.3467, atom 8 (H): 0.5283, atom 9 (C): -1.7154, atom 10 (H): 0.2774, atom 11 (H): 0.4798, atom 12 (H): 0.3243, atom 13 (H): 0.2207, atom 14 (H): 0.4725, atom 15 (H): 0.2113, atom 16 (H): 0.4995, atom 17 (C): -1.2960, atom 18 (C): -1.8030, atom 19 (H): 0.3269, atom 20 (H): 0.5097, atom 21 (H): 0.2978, atom 22 (H): -0.1226, atom 23 (H): 0.4456, atom 24 (H): 0.3046, atom 25 (C): -1.2176, atom 26 (H): 0.7443, atom 27 (C): -1.7033, atom 28 (H): 0.2819, atom 29 (H): 0.4807, atom 30 (H): 0.0571, atom 31 (H): 0.1665, atom 32 (H): 0.5684, atom 33 (H): 0.1670, atom 34 (Cl): -0.4873, atom 35 (H): 0.1632, atom 36 (P): 0.3866, atom 37 (C): 0.6805, atom 38 (C): 0.5862, atom 39 (C): 0.6125, atom 40 (C): -1.1120, atom 41 (H): 0.5530, atom 42 (C): -1.8655, atom 43 (H): 0.2795, atom 44 (H): 0.5128, atom 45 (H): 0.3521, atom 46 (H): 0.0098, atom 47 (H): 0.6074, atom 48 (H): -0.0476, atom 49 (H): 0.5183, atom 50 (C): -1.4416, atom 51 (C): -1.6920, atom 52 (H): 0.2900, atom 53 (H): 0.5104, atom 54 (H): 0.2657, atom 55 (H): 0.2914, atom 56 (H): 0.4086, atom 57 (H): 0.3716, atom 58 (C): -1.5320, atom 59 (H): 0.7085, atom 60 (C): -1.4486, atom 61 (H): 0.1712, atom 62 (H): 0.5499, atom 63 (H): 0.0752, atom 64 (H): 0.0961, atom 65 (H): 0.4849, atom 66 (H): 0.2827, atom 67 (O): -0.6436, atom 68 (N): 0.9542, atom 69 (O): -0.6254, atom 70 (C): -0.4211, atom 71 (C): -0.3463, atom 72 (C): 0.0193, atom 73 (C): 0.8391, atom 74 (O): 0.7493, atom 75 (C): -0.7689, atom 76 (C): -0.7802, atom 77 (N): 0.8110, atom 78 (O): -0.8142, atom 79 (O): -0.6280, atom 80 (N): 1.0100, atom 81 (O): -0.6336, atom 82 (O): -0.5873, atom 83 (H): 0.5119, atom 84 (H): 0.5731


[6]
Here is the molecule C3H10N2 at a distorted geometry from OMol25. Energies are from wB97M-V/def2-TZVPD.

Structure (XYZ):
```
15
Properties=species:S:1:pos:R:3:forces:R:3
N -2.595 -0.162 0.006 0.336 -1.205 -2.490
C -1.247 0.466 -0.166 -1.468 0.116 0.359
C -0.011 -0.405 -0.061 -0.606 -0.580 -0.097
C 1.178 0.491 0.076 2.153 0.086 0.119
N 2.414 -0.341 -0.209 0.145 1.385 1.130
H -2.699 -0.895 -0.742 -0.003 1.163 0.583
H -2.701 -0.754 0.806 0.463 0.111 1.050
H -1.260 1.218 0.653 0.490 -0.037 -0.785
H -1.239 0.953 -1.185 -0.126 -0.199 1.220
H 0.035 -1.161 -0.923 0.249 1.186 1.177
H 0.016 -0.933 0.895 -0.577 -0.586 -0.114
H 1.212 1.002 1.132 -0.232 -0.856 -1.849
H 1.209 1.272 -0.697 -0.232 0.023 0.294
H 3.223 0.329 -0.102 -0.906 -1.440 0.042
H 2.465 -1.082 0.518 0.315 0.834 -0.638
```
Forces are in eV/Å.

total charge = 0
SMILES = NCCCN
energy above the lowest of the compared OMol25 structures with the same formula, charge and spin = 17.9 kcal per mole
E = -229.78065 hartree

natural (NBO) atomic charges, in units of e: atom 1 (N): -0.8280, atom 2 (C): -0.2130, atom 3 (C): -0.4419, atom 4 (C): -0.2084, atom 5 (N): -0.8358, atom 6 (H): 0.3374, atom 7 (H): 0.3482, atom 8 (H): 0.1888, atom 9 (H): 0.1909, atom 10 (H): 0.2145, atom 11 (H): 0.1920, atom 12 (H): 0.1664, atom 13 (H): 0.1861, atom 14 (H): 0.3549, atom 15 (H): 0.3480


Q: E of number 6 (C3H10N2)?
A: -229.78065 hartree


Q: E of number 5 (C24H45Cl2HoN3O7P2)?
A: -4183.42927 hartree